one) A molecular structure, C5H4N2S, computed with ωB97M-V/def2-TZVPD.

```
12
Properties=species:S:1:pos:R:3
C -1.941 -0.457 -0.507
C 0.038 0.617 -0.586
C 1.373 0.918 -0.221
C 1.864 -0.004 0.736
C -0.532 -0.605 -0.198
H -2.599 -1.202 -1.117
H -2.548 -0.321 0.515
H 1.790 1.993 -0.451
H 2.863 0.297 0.940
N 1.274 -1.161 1.276
N 0.012 -1.404 0.760
S -1.595 1.329 -1.148
```

Calculated values
LUMO level (eV): -0.05
Kohn-Sham gap (eV): 9.22

Just the natural (NBO) charges please, in e? Sure, here they are:
1. C -0.492
2. C -0.077
3. C -0.270
4. C -0.004
5. C 0.053
6. H 0.260
7. H 0.247
8. H 0.247
9. H 0.202
10. N -0.197
11. N -0.185
12. S 0.215

two) C5H4N2S in the gas phase, computed with ωB97M-V/def2-TZVPD.

```
12
Properties=species:S:1:pos:R:3
C 1.076 -0.188 1.035
C -0.308 0.145 0.637
C -0.946 -0.297 -0.489
C -0.215 -1.138 -1.470
C -2.202 0.196 -0.918
H 1.751 1.790 -0.079
H 1.458 -0.995 0.405
H 1.006 -0.491 2.116
H -0.870 0.808 1.335
N 0.426 -1.669 -2.287
N -3.200 0.501 -1.459
S 2.023 1.338 1.174
```

Calculated values
LUMO level (eV): -0.82
SMILES string: N#CC(C#N)=CCS
Kohn-Sham gap (eV): 9.24

Just the natural (NBO) charges please, in e? Sure, here they are:
1. C -0.594
2. C -0.009
3. C -0.285
4. C 0.260
5. C 0.253
6. H 0.131
7. H 0.246
8. H 0.255
9. H 0.237
10. N -0.272
11. N -0.250
12. S 0.027

three) C5H4N2S in the gas phase, computed with ωB97M-V/def2-TZVPD.

```
12
Properties=species:S:1:pos:R:3
C 1.487 0.636 -0.160
C 0.043 0.236 -0.127
C -0.392 -1.133 -0.260
C -2.466 -0.275 0.178
C -0.901 1.200 -0.101
H 1.531 1.701 -0.363
H 0.228 -1.935 -0.252
H -3.518 -0.567 0.562
H -0.487 2.166 0.263
N -1.721 -1.345 -0.006
N -2.259 1.042 0.046
S 2.718 -0.202 0.145
```

Calculated values
LUMO level (eV): -0.94
SMILES string: S=Cc1cncnc1
Kohn-Sham gap (eV): 8.26

Just the natural (NBO) charges please, in e? Sure, here they are:
1. C -0.335
2. C -0.217
3. C 0.143
4. C 0.256
5. C 0.069
6. H 0.191
7. H 0.207
8. H 0.178
9. H 0.197
10. N -0.442
11. N -0.406
12. S 0.158

Quick one: most stable of them? two)

one) A molecular structure, C8H16Cl2GaO, computed with ωB97M-V/def2-TZVPD.

```
28
Properties=species:S:1:pos:R:3
Ga -1.585 1.204 1.919
Cl 0.592 1.263 1.707
Cl -2.730 -0.654 1.650
C -2.101 1.992 3.503
H -3.036 1.716 4.009
H -1.435 2.708 4.006
C -0.413 -0.877 -1.221
C -0.989 0.269 -1.064
H -0.912 -1.802 -0.921
C -0.404 1.583 -1.504
H -2.017 0.337 -0.688
C 0.846 1.406 -2.381
H -1.153 2.177 -2.047
H -0.135 2.177 -0.617
C 1.736 0.256 -1.903
H 0.527 1.188 -3.408
H 1.418 2.341 -2.410
C 0.954 -1.064 -1.806
H 2.576 0.129 -2.595
H 2.152 0.502 -0.917
H 0.869 -1.493 -2.820
H 1.507 -1.804 -1.207
C 0.981 -2.280 1.870
O -0.222 -2.597 1.184
H 1.024 -1.224 2.182
H 1.809 -2.467 1.173
H 1.091 -2.932 2.750
H -0.949 -2.055 1.558
```

Calculated values
LUMO level (alpha / beta) (eV): 3.30 / 3.30
Total charge: -1
Kohn-Sham gap (alpha / beta) (eV): 6.19 / 6.19

Just the natural (NBO) charges please, in e? Sure, here they are:
1. Ga 1.103
2. Cl -0.572
3. Cl -0.578
4. C -1.311
5. H 0.194
6. H 0.193
7. C -0.179
8. C -0.210
9. H 0.226
10. C -0.452
11. H 0.217
12. C -0.388
13. H 0.199
14. H 0.230
15. C -0.397
16. H 0.181
17. H 0.197
18. C -0.435
19. H 0.188
20. H 0.212
21. H 0.191
22. H 0.212
23. C -0.255
24. O -0.765
25. H 0.200
26. H 0.157
27. H 0.146
28. H 0.495

two) A molecular structure, C8H16Cl2GaO, computed with ωB97M-V/def2-TZVPD.

```
28
Properties=species:S:1:pos:R:3
Ga 0.998 -0.249 -0.082
Cl 0.983 -2.465 -0.026
Cl 2.053 1.313 1.119
C 2.128 0.009 -1.573
H 2.794 0.864 -1.507
H 2.568 -0.917 -1.928
C -0.297 0.692 -1.567
C 0.837 0.407 -2.412
H -0.131 1.601 -0.928
C 0.603 -0.622 -3.552
H 1.091 1.359 -2.920
C -0.618 -0.234 -4.391
H 1.487 -0.629 -4.200
H 0.475 -1.633 -3.141
C -1.854 -0.117 -3.515
H -0.438 0.707 -4.918
H -0.795 -1.001 -5.153
C -1.650 0.752 -2.242
H -2.697 0.272 -4.107
H -2.090 -1.130 -3.157
H -1.804 1.799 -2.546
H -2.471 0.517 -1.547
C 0.473 -1.072 2.920
O -0.160 -0.459 1.757
H 0.770 -2.081 2.617
H -0.253 -1.140 3.736
H 1.363 -0.512 3.242
H -0.497 0.401 2.068
```

Calculated values
LUMO level (eV): 3.28
Total charge: -1
Kohn-Sham gap (eV): 6.59

Just the natural (NBO) charges please, in e? Sure, here they are:
1. Ga 1.387
2. Cl -0.628
3. Cl -0.646
4. C -0.998
5. H 0.212
6. H 0.210
7. C -0.637
8. C -0.250
9. H 0.205
10. C -0.390
11. H 0.153
12. C -0.396
13. H 0.195
14. H 0.203
15. C -0.389
16. H 0.180
17. H 0.184
18. C -0.400
19. H 0.185
20. H 0.188
21. H 0.160
22. H 0.193
23. C -0.271
24. O -0.722
25. H 0.220
26. H 0.162
27. H 0.195
28. H 0.495

Quick one: most stable of them? two)

one) 3 unconnected molecules or ions with the total composition C4H14N2O2, computed with ωB97M-V/def2-TZVPD.

```
22
Properties=species:S:1:pos:R:3
C -1.154 -0.096 1.389
N -1.258 -0.298 2.752
C 0.534 1.198 -2.885
O -0.053 0.876 -1.676
C -0.483 -1.392 0.777
C 0.985 -1.353 1.189
N -0.581 -1.481 -0.625
H -0.530 0.775 1.129
H -2.154 0.033 0.954
H -1.059 0.586 3.228
H 0.254 0.482 -3.681
H 0.251 2.197 -3.230
H 1.631 1.144 -2.844
H -0.988 -2.252 1.230
H 1.491 -0.532 0.683
H 1.483 -2.290 0.951
H 1.003 -1.191 2.277
H -1.464 -1.842 -0.964
H -0.373 -0.544 -1.043
H 0.543 1.469 -0.479
H 0.911 2.725 0.474
O 1.012 1.787 0.394
```

Calculated values
LUMO level (eV): -3.99
Kohn-Sham gap (eV): 4.00

Just the natural (NBO) charges please, in e? Sure, here they are:
1. C -0.360
2. N -0.258
3. C -0.225
4. O -0.892
5. C -0.008
6. C -0.603
7. N -0.662
8. H 0.284
9. H 0.319
10. H 0.338
11. H 0.145
12. H 0.144
13. H 0.143
14. H 0.206
15. H 0.262
16. H 0.230
17. H 0.207
18. H 0.363
19. H 0.437
20. H 0.500
21. H 0.462
22. O -1.034

two) 2 unconnected molecules or ions with the total composition C4H14N2O2, computed with ωB97M-V/def2-TZVPD.

```
22
Properties=species:S:1:pos:R:3
N 0.753 -0.617 -0.707
C -0.646 -0.399 -1.036
C -0.809 0.281 -2.410
O -0.838 -0.692 -3.460
C -1.224 0.534 0.073
N -1.314 -0.179 1.339
C -0.924 0.531 2.561
H 1.361 0.117 -0.386
H 1.210 -1.168 -1.419
H -1.253 -1.298 -0.952
H -1.793 0.797 -2.473
H -0.003 0.951 -2.664
H -1.337 -1.475 -3.159
H -2.250 0.783 -0.243
H -0.656 1.458 0.166
H -0.987 -1.132 1.356
H -1.484 1.484 2.584
H 0.147 0.743 2.704
H -1.257 -0.106 3.370
H 4.572 0.376 2.101
H 4.612 -0.899 1.285
O 4.120 -0.090 1.371
```

Calculated values
LUMO level (eV): 0.78
SMILES string: CNC[C@H](N)CO.O
Kohn-Sham gap (eV): 8.99

Just the natural (NBO) charges please, in e? Sure, here they are:
1. N -0.871
2. C -0.078
3. C -0.069
4. O -0.729
5. C -0.206
6. N -0.648
7. C -0.405
8. H 0.381
9. H 0.365
10. H 0.182
11. H 0.154
12. H 0.187
13. H 0.461
14. H 0.177
15. H 0.179
16. H 0.370
17. H 0.186
18. H 0.166
19. H 0.198
20. H 0.469
21. H 0.468
22. O -0.936

Quick one: most stable of them? two)

one) C5H13N2 in the gas phase, computed with ωB97M-V/def2-TZVPD.

```
20
Properties=species:S:1:pos:R:3
C -1.170 -2.513 -0.036
C -0.564 -1.197 -0.542
C 0.616 -0.797 0.355
C 1.132 0.571 0.024
C 0.951 1.666 0.751
N 1.227 3.001 0.267
N -1.562 -0.134 -0.608
H -1.548 -2.506 0.992
H -1.999 -2.821 -0.666
H -0.423 -3.306 0.034
H -0.258 -1.524 -1.534
H 0.500 -1.015 1.409
H 1.471 -1.455 0.126
H 1.685 0.614 -0.903
H 0.401 1.461 1.667
H 0.356 3.583 0.333
H 1.995 3.571 0.670
H 1.397 3.041 -0.793
H -1.865 0.111 -1.536
H -2.343 -0.349 -0.009
```

Calculated values
LUMO level (alpha / beta) (eV): 0.90 / 0.85
Kohn-Sham gap (alpha / beta) (eV): 4.50 / 10.37
Multiplicity: 2

Just the natural (NBO) charges please, in e? Sure, here they are:
1. C -0.616
2. C -0.052
3. C -0.460
4. C -0.130
5. C -0.138
6. N -1.097
7. N -0.857
8. H 0.200
9. H 0.213
10. H 0.212
11. H 0.195
12. H 0.216
13. H 0.216
14. H 0.202
15. H 0.219
16. H 0.317
17. H 0.356
18. H 0.269
19. H 0.374
20. H 0.362

two) C5H13N2 in the gas phase, computed with ωB97M-V/def2-TZVPD.

```
20
Properties=species:S:1:pos:R:3
C 2.457 0.174 1.438
C 1.590 -1.037 1.277
C -0.034 -0.796 1.459
C -0.670 0.155 0.490
N -0.396 -0.150 -0.894
C -1.034 0.298 -1.998
N -2.056 1.238 -1.990
H 2.632 0.829 0.576
H 3.418 -0.285 1.689
H 2.374 0.823 2.322
H 1.649 -1.689 2.158
H 1.704 -1.572 0.335
H -0.413 -1.824 1.186
H -0.335 -0.617 2.520
H -0.385 1.213 0.662
H -1.754 0.263 0.692
H 0.088 -1.020 -1.052
H -1.004 -0.203 -2.982
H -2.147 1.944 -1.281
H -2.396 1.460 -2.914
```

Calculated values
LUMO level (alpha / beta) (eV): 1.09 / 1.06
Kohn-Sham gap (alpha / beta) (eV): 5.37 / 9.81
Multiplicity: 2

Just the natural (NBO) charges please, in e? Sure, here they are:
1. C -0.642
2. C -0.393
3. C -0.396
4. C -0.228
5. N -0.623
6. C 0.018
7. N -0.855
8. H 0.219
9. H 0.212
10. H 0.214
11. H 0.207
12. H 0.201
13. H 0.192
14. H 0.215
15. H 0.170
16. H 0.182
17. H 0.381
18. H 0.166
19. H 0.376
20. H 0.385

Quick one: most stable of them? two)

one) C3H3NO2 in the gas phase, computed with ωB97M-V/def2-TZVPD.

```
9
Properties=species:S:1:pos:R:3
O 2.147 0.342 -0.079
C 0.907 0.214 -0.054
N 0.569 -1.069 -0.036
O -0.819 -1.261 0.060
C -1.295 0.022 0.063
C -0.334 0.967 -0.010
H 1.641 -1.369 -0.047
H -2.380 0.101 0.121
H -0.456 2.040 -0.017
```

Calculated values
LUMO level (eV): 0.83
SMILES string: O=c1cco[nH]1
Kohn-Sham gap (eV): 10.29

Just the natural (NBO) charges please, in e? Sure, here they are:
1. O -0.665
2. C 0.566
3. N -0.364
4. O -0.264
5. C 0.174
6. C -0.399
7. H 0.479
8. H 0.221
9. H 0.251

two) 2 unconnected molecules or ions with the total composition C3H3NO2, computed with ωB97M-V/def2-TZVPD.

```
9
Properties=species:S:1:pos:R:3
O -1.253 -1.021 -0.390
C -0.273 -1.135 -1.197
O 0.463 -0.120 -0.961
C -0.512 0.223 0.090
C 1.516 2.082 0.927
N 1.318 1.155 1.633
H -0.087 -1.930 -1.913
H -1.072 1.122 -0.159
H -0.023 0.186 1.089
```

Calculated values
LUMO level (eV): -1.47
Kohn-Sham gap (eV): 7.12

Just the natural (NBO) charges please, in e? Sure, here they are:
1. O -0.398
2. C 0.656
3. O -0.346
4. C 0.177
5. C -0.077
6. N -0.797
7. H 0.222
8. H 0.233
9. H 0.331

three) C3H3NO2 in the gas phase, computed with ωB97M-V/def2-TZVPD.

```
9
Properties=species:S:1:pos:R:3
O -1.892 0.229 0.125
C -0.562 0.597 -0.041
C 0.367 -0.593 0.057
O -0.021 -1.735 0.065
C 1.807 -0.259 0.099
N 2.917 0.063 0.145
H -1.982 -0.688 -0.174
H -0.361 1.069 -1.020
H -0.286 1.331 0.727
```

Calculated values
LUMO level (eV): -0.66
SMILES string: N#CC(=O)CO
Kohn-Sham gap (eV): 10.71

Just the natural (NBO) charges please, in e? Sure, here they are:
1. O -0.687
2. C -0.151
3. C 0.474
4. O -0.467
5. C 0.156
6. N -0.227
7. H 0.487
8. H 0.200
9. H 0.215

Quick one: most stable of them? three)

one) C3H3NO2 in the gas phase, computed with ωB97M-V/def2-TZVPD.

```
9
Properties=species:S:1:pos:R:3
O -0.071 -1.199 -1.089
C -0.220 -0.554 0.129
C 0.902 0.494 0.330
O 1.672 0.699 -0.574
C -1.394 0.323 0.201
N -2.174 1.177 0.312
H 0.616 -0.686 -1.553
H -0.284 -1.288 0.947
H 0.953 1.035 1.298
```

Calculated values
LUMO level (eV): 0.10
SMILES string: N#C[C@@H](O)C=O
Kohn-Sham gap (eV): 11.42

Just the natural (NBO) charges please, in e? Sure, here they are:
1. O -0.670
2. C -0.090
3. C 0.430
4. O -0.503
5. C 0.233
6. N -0.278
7. H 0.494
8. H 0.234
9. H 0.151

two) C3H3NO2 in the gas phase, computed with ωB97M-V/def2-TZVPD.

```
9
Properties=species:S:1:pos:R:3
O 0.110 -1.110 1.071
C -0.256 -0.070 0.244
C 0.912 0.302 -0.597
O 1.992 0.082 -0.076
C -1.671 -0.088 -0.156
N -2.786 0.145 -0.360
H 1.107 -1.084 1.002
H -0.082 1.089 0.513
H 0.712 0.816 -1.549
```

Calculated values
LUMO level (eV): 0.15
SMILES string: N#C[C@@H](O)C=O
Kohn-Sham gap (eV): 10.91

Just the natural (NBO) charges please, in e? Sure, here they are:
1. O -0.659
2. C -0.058
3. C 0.389
4. O -0.548
5. C 0.248
6. N -0.263
7. H 0.501
8. H 0.224
9. H 0.166

Quick one: most stable of them? one)